DFT (wB97M-V/def2-TZVPD) results for a single CH2Cl2N2O2 molecule.

Geometry (Å):
N  1.01  -0.05  -0.96
O  1.98  -0.66  -0.51
Cl  -0.32  -0.28  2.52
N  -0.25  0.71  1.08
O  0.93  0.84  -1.76
H  -1.09  -0.22  -1.03
C  -0.29  -0.46  -0.27
Cl  -1.80  1.50  0.78
H  -0.17  -1.37  0.15

**Frontier orbital gap**: 9.75 eV
**LUMO energy**: -0.9 eV
**Structure (SMILES)**: O=[N+]([O-])CN(Cl)Cl
**HOMO level**: -10.60 eV

Atomic partial charges in e from the Mulliken method, atoms 1 to 2: 0.88 -0.51

=====

DFT (wB97M-V/def2-TZVPD) results for a single CH2Cl2NO3P molecule.

Geometry (Å):
H  -2.20  0.71  -0.49
C  -2.00  -0.31  -0.07
Cl  0.16  -2.45  0.77
P  -0.37  -0.72  -0.13
O  0.50  0.27  0.66
O  1.67  2.11  -0.44
O  2.64  1.12  1.18
N  1.83  1.25  0.34
Cl  0.55  -0.97  -1.99
H  -2.79  -1.01  0.18

**Frontier orbital gap (spin up / spin down)**: 6.61 / 6.61 eV
**LUMO energy (spin up / spin down)**: -1.9 / -1.9 eV
**Structure (SMILES)**: C=P(Cl)(Cl)O[N+](=O)[O-]
**HOMO level (spin up / spin down)**: -8.46 / -8.46 eV

Atomic partial charges in e from the Mulliken method, atoms 1 to 2: 0.20 -0.63

=====

DFT (wB97M-V/def2-TZVPD) results for a molecular structure, CH2Cl2O2.

Geometry (Å):
O  -0.38  -0.37  1.31
C  0.01  -0.25  0.09
H  -0.37  0.07  -1.63
H  -0.86  0.37  1.56
Cl  1.33  1.72  -0.20
Cl  1.14  -1.49  -0.25
O  -0.87  -0.04  -0.88

**Frontier orbital gap**: 9.50 eV
**LUMO energy**: -0.6 eV
**HOMO level**: -10.10 eV

Atomic partial charges in e from the Mulliken method, atoms 1 to 2: -0.35 0.44

=====

DFT (wB97M-V/def2-TZVPD) results for 2 unconnected molecules or ions with the total composition CH2Cl3ISi.

Geometry (Å):
H  -0.22  -1.11  -1.34
Cl  1.08  1.27  1.75
C  0.14  -0.83  -0.38
H  -1.20  -1.50  0.62
Cl  0.50  1.93  -1.44
I  1.88  -1.91  0.17
Cl  -2.09  1.31  0.44
Si  -0.09  0.83  0.18

**Frontier orbital gap**: 9.03 eV
**LUMO energy**: -0.6 eV
**HOMO level**: -9.63 eV

Atomic partial charges in e from the Mulliken method, atoms 1 to 2: 0.45 -0.20

=====

DFT (wB97M-V/def2-TZVPD) results for 2 unconnected molecules or ions with the total composition CH2Cl3OP.

Geometry (Å):
Cl  -1.74  -2.27  1.04
O  -0.39  2.02  1.25
H  0.43  -1.22  -0.57
Cl  1.73  0.49  -1.46
H  1.45  -0.67  0.61
C  0.79  -0.25  -0.11
Cl  -1.66  1.09  -1.21
P  -0.60  0.81  0.45

**Frontier orbital gap (spin up / spin down)**: 7.96 / 5.90 eV
**LUMO energy (spin up / spin down)**: -3.0 / -3.8 eV
**HOMO level (spin up / spin down)**: -10.95 / -9.72 eV

Atomic partial charges in e from the Mulliken method, atoms 1 to 2: -0.33 -0.45

=====

DFT (wB97M-V/def2-TZVPD) results for a single CH2ClF2NS molecule.

Geometry (Å):
C  0.47  1.66  0.29
N  1.21  0.54  0.70
F  4.00  1.20  0.77
Cl  -1.03  1.11  -0.66
H  0.82  2.31  -0.41
H  0.04  2.18  1.11
F  3.17  0.32  -1.17
S  2.73  0.02  0.40

**Frontier orbital gap**: 10.05 eV
**LUMO energy**: -0.9 eV
**HOMO level**: -10.98 eV

Atomic partial charges in e from the Mulliken method, atoms 1 to 2: -0.25 -0.31

=====

DFT (wB97M-V/def2-TZVPD) results for 2 unconnected molecules or ions with the total composition CH2ClFO2.

Geometry (Å):
C  1.02  -0.47  0.28
H  -0.10  1.43  1.04
Cl  2.36  0.65  -0.08
H  -0.43  -0.93  -0.95
F  1.06  -1.20  1.37
O  -0.66  0.82  0.47
O  0.55  -1.10  -0.81

**Frontier orbital gap**: 9.87 eV
**LUMO energy**: -0.5 eV
**HOMO level**: -10.39 eV

Atomic partial charges in e from the Mulliken method, atoms 1 to 2: 0.66 0.28

=====

DFT (wB97M-V/def2-TZVPD) results for 2 unconnected molecules or ions with the total composition CH2ClFO2S.

Geometry (Å):
H  -0.27  -0.33  0.87
Cl  -0.59  1.82  1.06
O  1.09  -1.07  -2.02
H  -1.89  -0.19  1.64
C  -1.16  0.06  0.94
S  1.48  -0.22  -0.90
F  -1.55  -0.19  -0.52
O  2.89  0.12  -1.06

**Frontier orbital gap**: 10.46 eV
**LUMO energy**: -1.5 eV
**HOMO level**: -11.92 eV

Atomic partial charges in e from the Mulliken method, atoms 1 to 2: 0.03 -0.13

=====

DFT (wB97M-V/def2-TZVPD) results for a single CH2ClFP2 molecule.

Geometry (Å):
P  1.85  -0.62  0.22
H  -1.12  -0.46  1.52
F  3.05  0.46  -0.28
H  -0.43  0.71  -1.36
P  0.27  0.67  -0.20
C  -1.05  -0.24  0.45
Cl  -2.57  -0.53  -0.34

**Frontier orbital gap (spin up / spin down)**: 7.50 / 6.28 eV
**LUMO energy (spin up / spin down)**: -1.0 / -1.7 eV
**Structure (SMILES)**: FP=[PH]=CCl
**HOMO level (spin up / spin down)**: -8.49 / -8.01 eV

Atomic partial charges in e from the Mulliken method, atoms 1 to 2: 0.23 0.40

=====

DFT (wB97M-V/def2-TZVPD) results for 2 unconnected molecules or ions with the total composition CH2ClFS.

Geometry (Å):
F  -1.21  1.74  -0.23
S  2.33  -0.39  -0.56
Cl  -2.16  -0.55  -0.67
H  -0.40  0.18  0.92
C  -1.09  0.47  0.09
H  2.52  -1.45  0.44

**Frontier orbital gap (spin up / spin down)**: 10.77 / 5.26 eV
**LUMO energy (spin up / spin down)**: 0.6 / -2.6 eV
**HOMO level (spin up / spin down)**: -10.19 / -7.88 eV

Atomic partial charges in e from the Mulliken method, atoms 1 to 2: -0.18 -0.19

=====

DFT (wB97M-V/def2-TZVPD) results for 2 unconnected molecules or ions with the total composition CH2ClFS.

Geometry (Å):
Cl  -2.05  -0.55  0.10
S  -0.07  0.27  2.57
F  -1.17  -1.44  -2.13
C  -2.08  -0.70  -1.62
H  1.10  0.65  1.93
H  -2.19  0.16  -2.13

**Frontier orbital gap (spin up / spin down)**: 9.85 / 6.53 eV
**LUMO energy (spin up / spin down)**: -0.1 / -2.3 eV
**HOMO level (spin up / spin down)**: -9.99 / -8.83 eV

Atomic partial charges in e from the Mulliken method, atoms 1 to 2: -0.07 -0.18

=====

DFT (wB97M-V/def2-TZVPD) results for 2 unconnected molecules or ions with the total composition CH2ClI3Si.

Geometry (Å):
C  0.16  0.88  0.44
Cl  -1.02  0.93  1.76
I  2.00  -2.60  1.18
H  1.02  0.93  0.96
Si  -0.32  -0.57  -0.75
I  -2.56  -1.44  -0.51
I  0.54  0.10  -2.98
H  0.18  1.77  -0.11

**Frontier orbital gap (spin up / spin down)**: 6.48 / 5.62 eV
**LUMO energy (spin up / spin down)**: -2.5 / -2.8 eV
**HOMO level (spin up / spin down)**: -8.95 / -8.47 eV

Atomic partial charges in e from the Mulliken method, atoms 1 to 2: -0.65 -0.16

=====

DFT (wB97M-V/def2-TZVPD) results for 2 unconnected molecules or ions with the total composition CH2ClN2O2.

Geometry (Å):
H  1.14  -0.09  0.39
H  0.98  -1.37  -0.86
Cl  4.69  1.04  0.31
N  -0.84  -0.36  -0.42
O  -1.99  1.53  -0.01
C  0.43  -0.61  -0.32
O  -2.61  -0.42  0.73
N  -1.81  0.29  0.17

**Frontier orbital gap**: 6.01 eV
**LUMO energy**: 2.1 eV
**Charge**: -1
**HOMO level**: -3.88 eV

Atomic partial charges in e from the Mulliken method, atoms 1 to 2: 0.26 0.25

=====

DFT (wB97M-V/def2-TZVPD) results for a gas-phase ion, CH2ClN2O2 (charge -1).

Geometry (Å):
N  -0.33  0.38  0.81
C  1.06  0.07  -0.13
Cl  2.10  1.37  0.32
N  -1.31  -0.16  0.21
H  0.60  0.24  -1.09
H  1.42  -0.97  -0.01
O  -2.45  -0.06  0.68
O  -1.11  -0.88  -0.79

**Frontier orbital gap**: 7.97 eV
**LUMO energy**: 3.7 eV
**Structure (SMILES)**: [O-][N+]([O-])=NCCl
**Charge**: -1
**HOMO level**: -4.29 eV

Atomic partial charges in e from the Mulliken method, atoms 1 to 2: -0.62 -0.29

=====

DFT (wB97M-V/def2-TZVPD) results for a single CH2ClNO2S molecule.

Geometry (Å):
S  1.56  1.24  -1.49
O  1.03  0.13  -0.13
H  -1.39  -0.57  1.79
H  0.12  -1.30  1.86
O  -1.13  0.62  -0.43
Cl  0.69  0.54  -3.13
N  -0.57  -0.73  1.31
C  -0.31  0.07  0.22

**Frontier orbital gap**: 9.21 eV
**LUMO energy**: -0.3 eV
**Structure (SMILES)**: NC(=O)OSCl
**HOMO level**: -9.47 eV

Atomic partial charges in e from the Mulliken method, atoms 1 to 2: 0.24 -0.44

=====

DFT (wB97M-V/def2-TZVPD) results for a single CH2ClNOS2 molecule.

Geometry (Å):
N  -0.55  -0.04  -0.94
O  1.36  0.71  0.18
C  0.52  0.69  -0.81
S  -2.35  0.15  1.00
Cl  0.50  -1.80  1.43
S  -1.27  -1.13  0.10
H  1.29  -0.10  0.60
H  0.50  1.53  -1.55

**Frontier orbital gap**: 8.01 eV
**LUMO energy**: -1.6 eV
**HOMO level**: -9.60 eV

Atomic partial charges in e from the Mulliken method, atoms 1 to 2: -0.35 -0.29

=====

DFT (wB97M-V/def2-TZVPD) results for 2 unconnected molecules or ions with the total composition CH2ClO2S.

Geometry (Å):
O  -2.29  0.33  -1.58
Cl  -0.51  2.78  -1.79
S  -0.98  0.48  -0.94
C  1.19  -1.28  2.36
H  2.02  -0.71  1.94
H  0.47  -1.38  1.59
O  0.11  -0.22  -1.58

**Frontier orbital gap (spin up / spin down)**: 6.50 / 6.48 eV
**LUMO energy (spin up / spin down)**: 1.6 / 1.6 eV
**Charge**: -1
**HOMO level (spin up / spin down)**: -4.86 / -4.86 eV

Atomic partial charges in e from the Mulliken method, atoms 1 to 2: -0.48 -0.63

=====

DFT (wB97M-V/def2-TZVPD) results for 2 unconnected molecules or ions with the total composition CH2ClO3S.

Geometry (Å):
O  2.78  -0.67  -0.38
H  -0.91  -0.56  -0.89
H  -1.52  0.67  0.52
S  1.69  0.16  0.12
C  -1.73  0.13  -0.48
Cl  -3.16  -0.74  -0.42
O  2.15  1.51  0.54
O  0.70  -0.52  0.98

**Frontier orbital gap (spin up / spin down)**: 6.44 / 8.54 eV
**LUMO energy (spin up / spin down)**: 3.1 / 3.3 eV
**Charge**: -1
**HOMO level (spin up / spin down)**: -3.37 / -5.26 eV

Atomic partial charges in e from the Mulliken method, atoms 1 to 2: -0.55 0.19

=====

DFT (wB97M-V/def2-TZVPD) results for 2 unconnected molecules or ions with the total composition CH2ClO3S.

Geometry (Å):
S  -4.87  0.04  0.02
Cl  -1.43  -0.60  -0.09
C  0.30  -0.35  -0.05
H  0.62  -0.08  0.95
O  -4.79  0.71  -1.29
O  -5.46  0.85  1.09
O  -5.31  -1.35  -0.04
H  0.62  0.33  -0.83

**Frontier orbital gap (spin up / spin down)**: 5.25 / 8.47 eV
**LUMO energy (spin up / spin down)**: 2.2 / 3.5 eV
**Charge**: -1
**HOMO level (spin up / spin down)**: -3.08 / -5.01 eV

Atomic partial charges in e from the Mulliken method, atoms 1 to 2: 0.63 -0.04

=====

DFT (wB97M-V/def2-TZVPD) results for a molecular structure, CH2ClP.

Geometry (Å):
P  -1.65  1.02  0.17
C  1.05  -0.28  0.12
H  1.08  -0.78  1.13
H  -0.19  0.15  0.03
Cl  2.27  0.79  0.02

**Frontier orbital gap (spin up / spin down)**: 7.77 / 7.51 eV
**Spin multiplicity**: 3
**LUMO energy (spin up / spin down)**: -0.6 / -1.2 eV
**HOMO level (spin up / spin down)**: -8.37 / -8.71 eV

Atomic partial charges in e from the Mulliken method, atoms 1 to 2: 0.04 -0.23

=====

Number 1: energy -33183.0474 eV, maximum force 5.71 eV Å⁻¹. Number 2: energy -43031.2192 eV, maximum force 3.08 eV Å⁻¹. Number 3: energy -30208.1415 eV, maximum force 4.41 eV Å⁻¹. Number 4: energy -54616.7977 eV, maximum force 5.17 eV Å⁻¹. Number 5: energy -49971.7425 eV, maximum force 2.74 eV Å⁻¹. Number 6: energy -31349.9322 eV, maximum force 6.63 eV Å⁻¹. Number 7: energy -20401.4613 eV, maximum force 4.69 eV Å⁻¹. Number 8: energy -31237.5830 eV, maximum force 6.39 eV Å⁻¹. Number 9: energy -34884.1693 eV, maximum force 2.15 eV Å⁻¹. Number 10: energy -27140.7908 eV, maximum force 2.39 eV Å⁻¹. Number 11: energy -27140.8626 eV, maximum force 3.50 eV Å⁻¹. Number 12: energy -45771.8699 eV, maximum force 3.77 eV Å⁻¹. Number 13: energy -20664.0987 eV, maximum force 4.98 eV Å⁻¹. Number 14: energy -20664.4126 eV, maximum force 4.86 eV Å⁻¹. Number 15: energy -30011.5893 eV, maximum force 3.83 eV Å⁻¹. Number 16: energy -38798.4154 eV, maximum force 4.16 eV Å⁻¹. Number 17: energy -28519.8164 eV, maximum force 1.61 eV Å⁻¹. Number 18: energy -30568.2839 eV, maximum force 3.24 eV Å⁻¹. Number 19: energy -30568.3187 eV, maximum force 1.69 eV Å⁻¹. Number 20: energy -22874.4002 eV, maximum force 4.10 eV Å⁻¹.